[1]
DFT (ωB97M-V with the def2-TZVPD basis set) results for a molecular structure, C5H8O2.

Calculated values
HOMO energy   -8.805 eV
Largest force on an atom   0.301 eV Å⁻¹
Relative energy (zero: lowest compared OMol25 entry of this formula, charge and spin)   463.3 kJ/mol
Total charge   0

Last column: natural (NBO) charge in e.
Atoms and positions in Å:
O 2.05979 0.10408 -0.64436  -0.71
C 1.10115 0.23445 0.37366  0.10
C 0.02329 1.27626 0.01296  -0.44
C -1.02956 0.16233 -0.05381  0.20
O -2.22548 0.38560 0.60591  -0.69
C -0.92289 -0.86080 -1.06748  -0.41
C 0.02273 -0.86873 0.44956  -0.41
H 2.66107 -0.61402 -0.40918  0.47
H 1.56920 0.41411 1.35154  0.18
H -0.16656 1.97343 0.83193  0.23
H 0.19229 1.83072 -0.91443  0.22
H -2.85682 -0.23528 0.21419  0.49
H -0.07407 -1.76161 -0.33702  0.32
H -0.11827 -0.63828 -1.77702  0.19
H -0.23587 -1.40225 1.36354  0.26

Atoms 1-3, force components in eV/Å:
O 0.23 -0.20 0.02
C -0.17 0.06 0.18
C -0.01 0.14 -0.05



[2]
DFT (ωB97M-V with the def2-TZVPD basis set) results for 2 unconnected molecules or ions with the total composition C5H8O2.

Calculated values
HOMO energy   -9.096 eV
Largest force on an atom   0.591 eV Å⁻¹
Relative energy (zero: lowest compared OMol25 entry of this formula, charge and spin)   335.8 kJ/mol
Structure (SMILES)   CC1=C[C@H]1O.C=O
Total charge   0

Last column: natural (NBO) charge in e.
Atoms and positions in Å:
C -1.23175 1.40502 -0.32219  -0.65
C -0.01889 0.77741 -0.89895  0.02
C 1.21286 0.88237 -1.31849  -0.23
C 0.61240 -0.46598 -1.41301  0.06
O 1.00593 -1.52563 -0.57160  -0.74
H -1.08134 2.47342 -0.14143  0.23
H -2.08207 1.27901 -1.00190  0.23
H -1.50139 0.92983 0.62769  0.22
H 2.08856 1.49960 -1.46517  0.22
H 0.31879 -0.90249 -2.36987  0.16
H 1.33253 -1.12573 0.25212  0.48
C -0.17669 -1.31800 2.15662  0.27
O 0.76970 -0.56748 2.08271  -0.52
H -0.41746 -2.01573 1.33621  0.14
H -0.83115 -1.32563 3.04725  0.11

Atoms 1-3, force components in eV/Å:
C -0.01 0.02 0.02
C 0.20 0.04 -0.06
C -0.16 0.07 0.10



[3]
DFT (ωB97M-V with the def2-TZVPD basis set) results for 2 unconnected molecules or ions with the total composition C5H8O2.

Calculated values
HOMO energy   -9.180 eV
Largest force on an atom   0.706 eV Å⁻¹
Relative energy (zero: lowest compared OMol25 entry of this formula, charge and spin)   518.9 kJ/mol
Total charge   0

Last column: natural (NBO) charge in e.
Atoms and positions in Å:
C -0.95110 -1.05965 -0.82417  -0.69
C 0.26036 -0.23028 -0.57364  0.32
C 1.44978 -0.29414 -1.13875  -0.44
C 0.30393 -0.71535 2.03923  -0.26
O 0.11923 0.71206 0.47483  -0.52
C -0.61585 1.83090 0.23738  0.66
O -1.09493 2.12867 -0.81739  -0.54
H -1.75244 -0.43369 -1.21931  0.23
H -1.28367 -1.52151 0.10732  0.25
H -0.73523 -1.85091 -1.54338  0.23
H 1.63415 -1.03505 -1.90189  0.21
H 2.24881 0.37578 -0.84333  0.21
H 1.34123 -0.37643 2.23618  0.10
H -0.24277 0.05940 2.59808  0.08
H -0.68150 2.41020 1.16885  0.13

Atoms 1-3, force components in eV/Å:
C -0.07 0.00 -0.07
C 0.22 -0.14 -0.46
C -0.09 -0.02 -0.06



Quick rundown of Kohn-Sham gap, same order as above: 9.49, 9.62, 9.31 eV
Quick rundown of E_LUMO, same order as above: 0.0250, 0.0193, 0.0048 Ha
Quick rundown of E_tot, same order as above: -345.62848, -345.67706, -345.60732 hartree